<one>
Here is a 2-piece molecular cluster, C4H11N2O2 overall from the Open Molecules 2025 dataset. Energies are from ωB97M-V/def2-TZVPD.

Geometry as ORCA input:
```
! wB97M-V def2-TZVPD RIJCOSX def2/J DEFGRID3
* xyz -1 1
N -1.50 -0.53 0.68
H 3.12 1.45 0.08
O -2.13 -2.68 0.02
H -3.36 -1.07 0.17
H -1.24 2.66 -1.69
C 0.70 0.42 1.08
H -1.42 -1.17 1.48
H -2.25 -1.07 -1.27
H 0.20 -1.17 -0.44
N 1.99 -0.12 1.02
H 0.26 0.43 2.07
C 2.72 0.42 -0.08
C -0.23 -0.28 0.05
H 0.71 1.47 0.75
H -0.31 0.50 -0.76
O -0.60 1.93 -1.77
H 2.09 0.46 -1.00
H 3.60 -0.23 -0.19
C -2.36 -1.41 -0.21
*
```

Computed properties:
E_LUMO = 0.015 hartree
Kohn-Sham gap = 4.040 eV

---

<two>
Here is C4H11N2O2 as an isolated structure from the Open Molecules 2025 dataset. Energies are from ωB97M-V/def2-TZVPD.

Geometry as ORCA input:
```
! wB97M-V def2-TZVPD RIJCOSX def2/J DEFGRID3
* xyz -1 1
H 0.12 1.44 2.74
H 1.28 -0.10 0.40
O -1.19 0.36 -3.64
H -1.89 1.36 -2.04
N -1.51 -0.57 -1.55
C -0.97 -1.83 -2.06
H -1.48 -2.15 -2.98
C 0.85 0.72 2.34
C -1.51 0.40 -2.45
H -1.10 -0.33 -0.28
H 0.50 1.47 0.39
N 2.20 1.27 2.49
H -1.08 -2.61 -1.32
O -0.75 -0.12 0.80
H 2.89 0.55 2.30
H 2.37 1.61 3.42
H 0.10 -1.75 -2.32
C 0.48 0.49 0.88
H 0.67 -0.21 2.89
*
```

Computed properties:
E_LUMO = 0.137 hartree
Kohn-Sham gap = 7.848 eV

---

Name the most stable of them. <two>.

---

<one>
Here is a 2-piece molecular cluster, C6H13O2 overall from the Open Molecules 2025 dataset. Energies are from ωB97M-V/def2-TZVPD.

Geometry as ORCA input:
```
! wB97M-V def2-TZVPD RIJCOSX def2/J DEFGRID3
* xyz -1 1
C 2.27 -0.61 -2.25
H -0.15 2.83 1.27
C 0.98 -2.58 -1.22
C -1.81 0.89 1.01
H 3.16 -0.40 -2.83
H 1.05 -3.66 -1.09
O -2.36 0.17 1.87
H 0.25 -2.34 -2.01
C -0.28 0.74 0.89
H 2.98 -1.96 -0.73
C 2.33 -1.99 -1.61
H 0.04 -0.18 1.40
O -2.32 1.76 0.27
H 1.39 2.16 0.88
H -0.02 0.54 -0.17
H 2.19 0.18 -1.50
H 2.87 -2.68 -2.26
C 0.47 1.95 1.44
H 0.70 1.82 2.49
H 0.59 -2.08 -0.34
H 1.40 -0.54 -2.91
*
```

Computed properties:
E_LUMO = 0.123 hartree
Kohn-Sham gap = 7.164 eV

---

<two>
Here is a 3-piece molecular cluster, C6H13O2 overall from the Open Molecules 2025 dataset. Energies are from ωB97M-V/def2-TZVPD.

Geometry as ORCA input:
```
! wB97M-V def2-TZVPD RIJCOSX def2/J DEFGRID3
* xyz -1 1
H 1.86 -0.87 2.31
H 1.27 3.93 1.10
H -0.02 -1.39 -2.70
C -1.16 0.05 -1.28
C 0.05 0.48 -0.37
C 0.37 -0.47 0.78
C -1.07 -1.31 -2.12
H 0.94 1.85 2.47
H 0.68 -1.57 0.36
H 0.88 0.51 -1.10
O 0.90 0.91 2.82
H -1.94 -0.15 -0.41
H -1.31 -2.07 -0.75
C 1.43 0.03 1.72
H 2.23 0.61 1.14
C -2.05 -2.36 -1.96
H -0.22 1.49 0.04
H -0.45 -0.54 1.48
H -2.13 -2.97 -2.92
H -1.41 0.78 -2.04
O 1.16 3.06 1.44
*
```

Computed properties:
E_LUMO = 0.122 hartree
Kohn-Sham gap = 6.743 eV

---

Name the most stable of them. <one>.